(w)
Formula: H16O8
Source: the OMol25 dataset
Level of theory: ωB97M-V/def2-TZVPD

Atoms and positions in Å:
O (8.50, 4.75, 7.07)
H (8.86, 5.66, 6.93)
H (8.33, 4.87, 8.06)
O (4.59, 7.96, 8.51)
H (4.37, 7.46, 7.69)
H (3.75, 7.87, 8.98)
O (7.43, 7.41, 5.18)
H (6.89, 8.25, 5.29)
H (6.65, 6.85, 5.00)
O (5.84, 3.84, 5.92)
H (6.69, 4.10, 6.32)
H (6.14, 3.62, 5.01)
O (7.76, 7.96, 7.92)
H (6.83, 8.21, 8.04)
H (7.73, 7.39, 7.11)
O (6.38, 10.08, 6.04)
H (6.91, 9.42, 6.58)
H (7.06, 10.66, 5.61)
O (6.62, 5.24, 9.44)
H (7.01, 6.13, 9.47)
H (6.19, 4.94, 10.29)
O (4.39, 6.36, 5.92)
H (3.61, 5.84, 5.55)
H (4.98, 5.65, 6.20)

**HOMO**: -11.37 eV
**Orbital gap**: 11.71 eV
**Multiplicity**: 1
**Structure (SMILES)**: O.O.O.O.O.O.O.O

Mulliken atomic charge list, values in e, 4 entries:
1. O -0.693
2. H 0.307
3. H 0.328
4. O -0.603

=====

(x)
Formula: H16O8
Source: the OMol25 dataset
Level of theory: ωB97M-V/def2-TZVPD

Atoms and positions in Å:
O (-3.31, 1.36, 1.05)
H (-2.61, 0.77, 1.41)
H (-3.61, 1.81, 1.84)
O (-1.80, -0.13, -1.21)
H (-2.65, 0.16, -0.84)
H (-1.70, -0.91, -0.61)
O (1.68, 1.18, -2.03)
H (2.16, 0.51, -1.46)
H (2.24, 1.95, -2.11)
O (0.09, 0.02, 2.30)
H (0.33, 0.55, 3.03)
H (0.14, 0.56, 1.49)
O (-0.80, -2.03, 0.84)
H (-0.15, -2.58, 0.42)
H (-0.35, -1.53, 1.59)
O (0.76, -1.66, -1.16)
H (1.12, -1.65, -2.04)
H (0.14, -0.90, -1.13)
O (0.21, 1.68, 0.02)
H (-0.61, 1.19, -0.25)
H (0.76, 1.57, -0.78)
O (3.01, -0.66, -0.32)
H (2.18, -1.11, -0.50)
H (2.77, -0.14, 0.45)

**HOMO**: -11.26 eV
**Orbital gap**: 11.61 eV
**Multiplicity**: 1
**Structure (SMILES)**: O.O.O.O.O.O.O.O

Mulliken atomic charge list, values in e, 4 entries:
1. O -0.617
2. H 0.326
3. H 0.288
4. O -0.717

=====

(y)
Formula: H16O8
Source: the OMol25 dataset
Level of theory: ωB97M-V/def2-TZVPD

Atoms and positions in Å:
O (-14.39, -17.16, -16.08)
H (-13.53, -16.78, -16.14)
H (-14.25, -18.10, -15.96)
O (-19.23, -14.42, -12.82)
H (-19.30, -13.48, -12.88)
H (-18.36, -14.68, -13.12)
O (-18.58, -17.43, -11.96)
H (-18.31, -17.39, -12.87)
H (-19.38, -16.94, -11.89)
O (-13.43, -16.43, -13.16)
H (-13.52, -15.61, -13.59)
H (-13.63, -16.96, -13.91)
O (-16.52, -17.21, -14.26)
H (-15.99, -16.94, -15.01)
H (-16.50, -16.50, -13.62)
O (-15.18, -18.47, -12.18)
H (-14.42, -17.89, -12.05)
H (-15.66, -18.17, -12.98)
O (-16.30, -15.05, -12.55)
H (-15.45, -15.18, -12.23)
H (-16.79, -15.06, -11.73)
O (-14.95, -15.45, -18.23)
H (-14.10, -15.81, -18.61)
H (-15.16, -16.00, -17.46)

**HOMO**: -10.56 eV
**Orbital gap**: 10.22 eV
**Multiplicity**: 1
**Structure (SMILES)**: O.O.O.O.O.O.O.O

Mulliken atomic charge list, values in e, 4 entries:
1. O -0.714
2. H 0.314
3. H 0.325
4. O -0.606

=====

(z)
Formula: H16O8
Source: the OMol25 dataset
Level of theory: ωB97M-V/def2-TZVPD

Atoms and positions in Å:
O (3.25, 3.20, -2.75)
H (4.10, 2.88, -3.07)
H (3.20, 2.87, -1.85)
O (-2.64, -6.07, 0.32)
H (-1.88, -6.33, -0.20)
H (-3.31, -5.87, -0.32)
O (-4.27, 4.50, -0.31)
H (-3.97, 5.21, -0.87)
H (-3.83, 4.66, 0.53)
O (0.73, -6.48, 4.21)
H (0.48, -6.46, 5.13)
H (0.16, -5.84, 3.79)
O (0.63, -0.23, 0.67)
H (0.17, 0.58, 0.44)
H (0.07, -0.92, 0.33)
O (4.84, -3.25, 0.64)
H (4.27, -2.52, 0.88)
H (5.48, -2.88, 0.04)
O (-3.40, 0.44, -2.75)
H (-3.60, 1.25, -2.29)
H (-4.20, -0.08, -2.68)
O (0.95, 7.31, 0.19)
H (1.87, 7.57, 0.14)
H (0.91, 6.46, -0.23)

**HOMO**: -11.41 eV
**Orbital gap**: 11.55 eV
**Multiplicity**: 1
**Structure (SMILES)**: O.O.O.O.O.O.O.O

Mulliken atomic charge list, values in e, 4 entries:
1. O -0.636
2. H 0.319
3. H 0.317
4. O -0.639

=====

Stability ranking, top and bottom: (x) is the most stable and (z) is the least stable.

=====

(w)
Formula: H16O8
Source: the OMol25 dataset
Level of theory: ωB97M-V/def2-TZVPD

Atoms and positions in Å:
O (0.41, 1.04, -2.06)
H (0.96, 1.05, -1.32)
H (-0.46, 0.92, -1.63)
O (-1.87, -2.10, 1.43)
H (-2.83, -1.95, 1.41)
H (-1.56, -1.41, 2.01)
O (0.49, 2.68, 0.50)
H (-0.07, 2.06, 0.98)
H (1.40, 2.38, 0.39)
O (0.76, -0.44, 0.45)
H (1.48, -0.39, 1.07)
H (0.09, -0.01, 0.95)
O (-1.29, 0.86, 1.44)
H (-1.96, 1.45, 1.78)
H (-1.68, 0.63, 0.59)
O (2.90, 1.26, -0.57)
H (3.29, 0.53, -0.09)
H (3.68, 1.70, -1.02)
O (-1.83, -0.67, -1.06)
H (-1.20, -1.08, -1.71)
H (-1.60, -1.21, -0.30)
O (0.31, -2.38, -1.48)
H (0.07, -3.18, -1.01)
H (0.49, -1.77, -0.74)

**HOMO**: -9.91 eV
**Orbital gap**: 9.81 eV
**Multiplicity**: 1
**Structure (SMILES)**: O.O.O.O.O.O.O.O

Mulliken atomic charge list, values in e, 4 entries:
1. O -0.662
2. H 0.302
3. H 0.405
4. O -0.662

=====

(x)
Formula: H16O8
Source: the OMol25 dataset
Level of theory: ωB97M-V/def2-TZVPD

Atoms and positions in Å:
O (-3.91, -1.58, -0.31)
H (-3.45, -1.04, -0.94)
H (-4.69, -1.11, 0.02)
O (-0.05, -0.83, 0.11)
H (-0.93, -0.49, 0.20)
H (0.53, -0.29, 0.66)
O (1.29, 1.06, 1.97)
H (1.51, 2.02, 1.98)
H (0.53, 1.12, 2.57)
O (-2.41, -0.37, -2.11)
H (-1.77, -0.78, -2.66)
H (-2.17, 0.58, -2.00)
O (3.96, 0.49, 1.37)
H (4.04, -0.41, 1.09)
H (2.98, 0.61, 1.61)
O (2.21, -1.16, -1.87)
H (1.38, -1.38, -1.44)
H (2.64, -2.02, -1.96)
O (-2.93, 0.35, 1.47)
H (-3.25, 0.96, 0.78)
H (-3.12, -0.51, 1.09)
O (2.30, 1.56, -0.85)
H (2.45, 2.35, -0.32)
H (2.84, 0.88, -0.45)

**HOMO**: -10.83 eV
**Orbital gap**: 10.90 eV
**Multiplicity**: 1
**Structure (SMILES)**: O.O.O.O.O.O.O.O

Mulliken atomic charge list, values in e, 4 entries:
1. O -0.744
2. H 0.415
3. H 0.343
4. O -0.591

=====

Stability ranking, top and bottom: (w) is the most stable and (x) is the least stable.

=====

(w)
Formula: H16O8
Source: the OMol25 dataset
Level of theory: ωB97M-V/def2-TZVPD

Atoms and positions in Å:
O (0.35, -0.93, 2.06)
H (-0.27, -0.91, 2.72)
H (0.98, -1.56, 2.37)
O (3.65, 0.31, -2.83)
H (4.33, -0.32, -3.10)
H (3.06, -0.22, -2.34)
O (1.96, -1.09, -1.19)
H (2.78, -1.41, -0.77)
H (1.37, -1.81, -1.01)
O (-0.46, 1.97, -2.24)
H (-1.36, 2.16, -2.01)
H (-0.04, 1.71, -1.39)
O (-2.38, -0.94, 2.69)
H (-3.30, -1.04, 2.79)
H (-2.29, -0.03, 2.38)
O (-2.14, 1.65, 1.58)
H (-1.60, 2.45, 1.30)
H (-1.96, 1.07, 0.85)
O (0.32, 0.84, -0.05)
H (1.14, 0.48, -0.36)
H (0.22, 0.29, 0.78)
O (-1.63, -0.88, -0.45)
H (-0.75, -0.45, -0.56)
H (-1.97, -1.33, -1.23)

**HOMO**: -10.49 eV
**Orbital gap**: 10.39 eV
**Multiplicity**: 1
**Structure (SMILES)**: O.O.O.O.O.O.O.O

Mulliken atomic charge list, values in e, 4 entries:
1. O -0.537
2. H 0.265
3. H 0.254
4. O -0.619

=====

(x)
Formula: H16O8
Source: the OMol25 dataset
Level of theory: ωB97M-V/def2-TZVPD

Atoms and positions in Å:
O (-1.81, -1.83, 1.57)
H (-2.10, -1.44, 2.38)
H (-1.72, -2.76, 1.80)
O (0.98, 1.00, -2.51)
H (0.80, 1.60, -1.75)
H (1.90, 0.80, -2.54)
O (1.20, -1.75, -2.08)
H (1.66, -1.69, -1.24)
H (0.64, -0.98, -2.04)
O (0.95, -0.01, 1.30)
H (1.45, 0.83, 1.25)
H (0.20, -0.08, 0.66)
O (-0.78, 2.47, 1.65)
H (-1.42, 2.29, 2.38)
H (0.05, 2.38, 2.16)
O (-1.01, 0.00, -0.45)
H (-1.68, -0.45, 0.02)
H (-1.17, 0.91, -0.19)
O (-0.60, -3.27, -0.82)
H (0.14, -2.68, -0.74)
H (-1.18, -2.76, -0.34)
O (1.06, 2.60, -0.51)
H (1.90, 2.16, -0.22)
H (0.52, 2.66, 0.25)

**HOMO**: -10.22 eV
**Orbital gap**: 9.83 eV
**Multiplicity**: 1
**Structure (SMILES)**: O.O.O.O.O.O.O.O

Mulliken atomic charge list, values in e, 4 entries:
1. O -0.573
2. H 0.240
3. H 0.296
4. O -0.711

=====

(y)
Formula: H16O8
Source: the OMol25 dataset
Level of theory: ωB97M-V/def2-TZVPD

Atoms and positions in Å:
O (-12.65, -28.54, -8.85)
H (-13.31, -28.42, -9.53)
H (-12.32, -27.65, -8.69)
O (-7.91, -23.90, -9.78)
H (-7.53, -23.41, -10.51)
H (-7.90, -23.27, -9.05)
O (-9.75, -20.36, -8.57)
H (-9.51, -19.61, -9.12)
H (-10.66, -20.55, -8.81)
O (-14.10, -20.12, -8.03)
H (-14.38, -20.59, -7.24)
H (-14.77, -20.33, -8.68)
O (-9.74, -28.55, -12.74)
H (-9.45, -28.04, -11.99)
H (-9.50, -29.45, -12.52)
O (-7.29, -27.24, -7.71)
H (-7.46, -26.51, -8.31)
H (-6.72, -26.87, -7.04)
O (-12.16, -24.37, -9.07)
H (-11.37, -24.26, -9.59)
H (-12.56, -23.50, -9.05)
O (-16.91, -22.08, -10.61)
H (-17.71, -21.58, -10.77)
H (-16.96, -22.80, -11.24)

**HOMO**: -11.15 eV
**Orbital gap**: 11.38 eV
**Multiplicity**: 1
**Structure (SMILES)**: O.O.O.O.O.O.O.O

Mulliken atomic charge list, values in e, 4 entries:
1. O -0.642
2. H 0.315
3. H 0.322
4. O -0.633

=====

(z)
Formula: H16O8
Source: the OMol25 dataset
Level of theory: ωB97M-V/def2-TZVPD

Atoms and positions in Å:
O (-0.66, -0.07, -0.41)
H (0.27, -0.08, -0.04)
H (-1.28, 0.08, 0.30)
O (1.76, -0.05, 0.84)
H (2.50, -0.64, 0.40)
H (1.61, -0.75, 1.50)
O (-0.73, 2.08, -2.39)
H (0.03, 2.69, -2.45)
H (-0.84, 1.40, -1.69)
O (-0.82, -2.79, -0.45)
H (-0.63, -1.86, -0.40)
H (-1.75, -2.86, -0.62)
O (-0.80, 2.19, 2.07)
H (0.05, 2.30, 1.66)
H (-0.55, 1.96, 2.99)
O (-1.57, -2.25, 2.12)
H (-0.82, -1.81, 2.27)
H (-1.22, -2.56, 1.22)
O (0.04, -1.32, -3.24)
H (-0.55, -0.75, -2.82)
H (0.40, -1.99, -2.64)
O (1.53, 2.49, 0.37)
H (2.24, 3.03, 0.80)
H (1.79, 1.56, 0.60)

**HOMO**: -10.57 eV
**Orbital gap**: 9.73 eV
**Multiplicity**: 1
**Structure (SMILES)**: O.O.O.O.O.O.O.O

Mulliken atomic charge list, values in e, 4 entries:
1. O -0.782
2. H 0.479
3. H 0.347
4. O -0.789

=====

Stability ranking, top and bottom: (w) is the most stable and (z) is the least stable.